A cluster of 5 separate species, C23H33NO16 in total, computed with the ωB97M-V functional and the def2-TZVPD basis.

XYZ file:
```
73
Properties=species:S:1:pos:R:3
O 0.8097 3.2726 1.5192
C 0.5913 3.0071 0.3698
O -0.5974 3.3413 -0.2433
C -0.5163 4.5701 -0.9880
C -0.7088 5.8316 -0.1176
N -2.1034 6.0526 0.3197
C -3.1037 6.1675 -0.6719
O -3.2222 6.9724 -1.5536
C -4.0132 4.9512 -0.3796
C -5.1003 4.4529 -1.1253
C -5.7500 3.3025 -0.5970
C -5.3191 2.6590 0.5914
C -4.2245 3.1767 1.3323
C -3.5983 4.3329 0.8385
C -2.4320 5.1692 1.3983
O -1.9116 5.1397 2.4773
H 1.3440 2.4357 -0.2243
H -1.2135 4.4949 -1.8432
H 0.5096 4.6313 -1.4237
H -0.4266 6.7047 -0.7463
H -0.0361 5.8134 0.7561
H -5.4359 4.9505 -2.0434
H -6.6208 2.8887 -1.1224
H -5.8236 1.7559 0.9560
H -3.8441 2.7293 2.2596
C -1.0217 1.0304 1.7147
O -1.8494 0.0244 1.1234
C -1.3879 -1.2161 1.2616
O -0.3664 -1.5335 1.8231
O -2.2441 -2.0489 0.6710
C -1.8689 -3.4277 0.7405
H -1.4927 1.9931 1.5417
H -0.9366 0.8752 2.7907
H -0.0412 1.0363 1.2544
H -1.8170 -3.7599 1.7771
H -0.9173 -3.5952 0.2361
H -2.6400 -3.9984 0.2286
C 4.2230 -5.2574 -2.3054
O 3.0032 -4.7500 -1.7633
C 3.1655 -3.7519 -0.8877
O 4.2171 -3.2789 -0.5456
O 1.9585 -3.3743 -0.4622
C 1.9717 -2.3024 0.4913
H 3.9674 -6.0570 -2.9973
H 4.7537 -4.4795 -2.8537
H 4.8530 -5.6687 -1.5172
H 2.4163 -1.4067 0.0538
H 2.5121 -2.5955 1.3912
H 0.9313 -2.0869 0.7622
C 4.5301 -3.3685 -6.7826
O 5.5605 -4.0120 -6.0327
C 6.6788 -4.2452 -6.7251
O 6.8667 -3.9641 -7.8788
O 7.5509 -4.8453 -5.9111
C 8.8030 -5.1568 -6.5224
H 3.6808 -3.2348 -6.1162
H 4.8604 -2.3899 -7.1295
H 4.2211 -3.9889 -7.6234
H 9.3031 -4.2493 -6.8592
H 8.6643 -5.8480 -7.3533
H 9.4210 -5.6371 -5.7673
C -2.6187 2.2182 5.5191
O -3.3034 0.9786 5.3272
C -3.2334 0.1460 6.3694
O -2.6627 0.3580 7.4057
O -3.9088 -0.9639 6.0580
C -3.9177 -1.9509 7.0892
H -2.7433 2.8072 4.6125
H -3.0463 2.7715 6.3545
H -1.5541 2.0486 5.6780
H -4.3988 -1.5648 7.9874
H -2.9044 -2.2844 7.3114
H -4.4920 -2.7981 6.7214
```

The calculation puts the HOMO-LUMO gap at 0.34458 Eh. Its HOMO energy is -9.81 eV. As for the strongest force on any atom: 0.0503 Eh/bohr. Its energy is -58635.452 eV. For the LUMO energy, the calculation gives -0.4 eV.

---

A structure of composition C23H34BrN5O2Se2Si2W, computed with the ωB97M-V functional and the def2-TZVPD basis.

XYZ file:
```
70
Properties=species:S:1:pos:R:3
W -0.1171 -0.3106 0.1198
C 4.3173 2.8248 2.1964
C 2.9585 2.2170 1.9788
C 1.9490 2.3104 2.9543
C 0.7168 1.7091 2.8076
C 0.5231 1.0664 1.5958
Br -0.0769 -1.4301 2.5866
N 1.4381 1.0466 0.6808
C 2.6755 1.5258 0.8185
H 4.4740 3.0652 3.2467
H 4.4318 3.7451 1.6210
H 5.1014 2.1353 1.8838
H 2.1774 2.8328 3.8768
H -0.0273 1.6997 3.5898
H 3.3865 1.3356 0.0229
C -3.3322 -1.5765 1.9462
C -3.2151 -0.1618 1.4812
C -4.2489 0.7239 1.7106
C -4.1613 2.0424 1.2622
C -3.0671 2.4672 0.5560
C -2.0461 1.5318 0.3208
N -2.1214 0.2679 0.8116
N -0.8957 1.6747 -0.3477
Si -0.3795 3.1458 -1.1459
C -1.7915 3.7758 -2.2157
C 1.0922 2.8472 -2.2559
C 0.0793 4.4194 0.1524
H -4.3763 -1.7933 2.1676
H -2.7369 -1.7364 2.8436
H -2.9621 -2.2670 1.1920
H -5.1239 0.3774 2.2409
H -4.9714 2.7321 1.4656
H -2.9794 3.4778 0.1866
H -2.4761 2.9652 -2.4761
H -1.3925 4.1866 -3.1469
H -2.3722 4.5657 -1.7354
H 1.9040 2.2936 -1.7855
H 1.4807 3.8244 -2.5589
H 0.8075 2.3174 -3.1682
H -0.7992 4.9192 0.5675
H 0.7248 5.1892 -0.2794
H 0.6202 3.9570 0.9811
O -1.4866 -0.3182 -1.7449
C -0.4776 -0.3677 -2.4807
C -0.3674 -0.7644 -3.9160
C 1.1592 -0.7865 -4.1002
C 1.7487 -0.3910 -2.7409
O 2.9060 -0.2480 -2.4724
N 0.6770 -0.1578 -1.8718
H -0.8857 -0.0541 -4.5604
H -0.8451 -1.7370 -4.0301
H 1.5223 -0.0837 -4.8486
H 1.5424 -1.7721 -4.3599
C -1.4757 -5.2916 1.4646
Si -0.0484 -4.6266 0.4636
C 1.5145 -4.5093 1.4501
C 0.2041 -5.6454 -1.0789
Se -0.8851 -2.6503 -0.4403
H -1.2940 -6.3169 1.7996
H -2.3931 -5.2834 0.8733
H -1.6288 -4.6624 2.3440
H 1.7874 -5.4771 1.8780
H 1.4022 -3.7876 2.2619
H 2.3408 -4.1848 0.8218
H 0.4724 -6.6744 -0.8258
H 1.0099 -5.2169 -1.6777
H -0.7021 -5.6693 -1.6870
Se 4.4949 -2.1971 0.2553
C 2.8173 -1.7045 0.2287
N 1.7024 -1.3617 0.2452
```

The calculation puts the relative energy (zero: lowest compared OMol25 entry of this formula, charge and spin) at 0.374 eV. The calculation puts the HOMO-LUMO gap at 0.24646 Eh. Its HOMO energy is -7.59 eV. As for the strongest force on any atom: 0.0303 Eh/bohr. Its energy is -254269.923 eV. For the LUMO energy, the calculation gives -0.9 eV.

---

A structure of composition C23H34Cl2N3O3Pd, computed with the ωB97M-V functional and the def2-TZVPD basis.

XYZ file:
```
66
Properties=species:S:1:pos:R:3
O 0.3596 1.8617 -1.7371
C -0.1271 1.7451 -2.8708
C 0.5654 2.4835 -3.9258
C 1.2677 3.6450 -3.5247
H 1.1132 3.9703 -2.4894
C 2.1418 4.2789 -4.3997
H 2.6990 5.1300 -4.0117
C 2.2695 3.8131 -5.7172
H 2.9266 4.3638 -6.3859
C 1.6071 2.6358 -6.1018
H 1.7666 2.2708 -7.1161
C 0.7645 1.9535 -5.2134
H 0.2850 1.0213 -5.5187
H -0.9905 0.6403 -3.4586
C -2.7680 2.0873 -2.6013
C -1.8074 0.9294 -2.7886
H -3.8218 1.7103 -2.5237
H -2.6491 2.8483 -3.3873
H -2.4926 2.5960 -1.6114
C -1.9950 -0.1653 -1.9847
C -3.2859 -0.6647 -1.4357
H -1.0680 -0.7671 -1.8737
H -4.0781 -0.4674 -2.2020
H -3.5208 -0.1951 -0.4560
H -3.2005 -1.7668 -1.3022
Pd 0.1021 0.8035 -0.0013
Cl -1.3686 2.5881 0.5822
Cl 1.2993 -0.8743 -1.1799
C -2.6534 0.3322 2.3076
O -2.1746 -0.6144 1.6757
N -2.9564 0.3141 3.6235
C -2.8042 -0.9052 4.3966
C -3.6582 1.4119 4.2656
H -2.8406 1.3145 1.8288
H -2.1287 -1.5883 3.8777
H -3.7769 -1.3966 4.5539
H -2.4043 -0.6446 5.3853
H -3.5233 2.3158 3.6586
H -3.2489 1.5688 5.2734
H -4.7367 1.2000 4.3644
H -0.1525 -6.2885 1.4372
H 2.2137 -5.7030 -0.3975
C -0.5456 -5.5953 0.6759
C 1.3804 -5.1027 -0.8162
N 0.4794 -4.6474 0.2547
H -1.4019 -5.0463 1.0760
C 0.7175 -3.5318 1.0040
O 0.0396 -3.2042 1.9706
H 1.7831 -4.2192 -1.3415
H 1.5962 -2.9636 0.6055
H -0.8234 -6.1628 -0.2209
H 0.7804 -5.7363 -1.4897
C 4.6998 0.2186 3.9210
C 3.5726 0.3972 2.9628
C 3.7268 1.2918 1.8928
C 2.6354 1.4981 1.0643
N 1.5177 0.8197 1.3720
C 1.3462 -0.1431 2.2921
C 2.4054 -0.3375 3.1637
H 5.1302 -0.7845 3.8853
H 5.4989 0.9238 3.7128
H 4.3636 0.3799 4.9463
H 4.6539 1.8128 1.6808
H 2.6155 2.1299 0.1640
H 0.3994 -0.7080 2.2612
H 2.2801 -1.0813 3.9481
```

The calculation puts the relative energy (zero: lowest compared OMol25 entry of this formula, charge and spin) at 2.903 eV. The spin multiplicity is 3. The calculation puts the HOMO-LUMO gap (alpha / beta) at 0.18898 / 0.21882 Eh. Its HOMO energy (alpha / beta) is -2.31 / -3.12 eV. The expectation value of S² is 2.033. As for the total charge: -1. As for the strongest force on any atom: 0.0654 Eh/bohr. Its energy is -63536.890 eV. For the LUMO energy (alpha / beta), the calculation gives 2.8 / 2.8 eV.